Model one:
A molecular structure, FHO4, computed with ωB97M-V/def2-TZVPD.

CARTESIAN COORDINATES (ANGSTROEM)
1 O 0.08385 0.48291 0.09458
2 O -0.82264 1.17256 -0.58001
3 O -2.28312 0.96024 0.46976
4 O -3.29645 0.62635 -0.11346
5 F -2.98205 -0.91186 -0.38345
6 H -0.06604 -0.44335 -0.08260

As for the LUMO energy (spin up / spin down): -1.39 / -1.34 eV. The value obtained for the orbital gap (spin up / spin down) is 9.89 / 9.99 eV.

Model two:
A molecular structure, FHO4, computed with ωB97M-V/def2-TZVPD.

CARTESIAN COORDINATES (ANGSTROEM)
1 O 0.83520 0.39432 0.61664
2 O 1.54767 1.12502 -0.13138
3 O -1.38980 0.64884 -0.88570
4 O -0.77828 -0.30207 -0.58467
5 F -1.34982 -1.38417 0.42976
6 H 1.13504 -0.48194 0.55535

As for the LUMO energy (spin up / spin down): -1.59 / -1.70 eV. The value obtained for the orbital gap (spin up / spin down) is 9.18 / 9.39 eV.

Of them, the most stable is model one and the least stable is model two.

Model one:
2 unconnected molecules or ions with the total composition C4H8NO3, computed with ωB97M-V/def2-TZVPD.

CARTESIAN COORDINATES (ANGSTROEM)
1 C -1.44070 -1.32364 1.07472
2 C -1.86221 -1.67478 -0.33517
3 O -2.97666 -2.08811 -0.65247
4 N -0.97215 -1.21818 -1.35843
5 H -0.92457 -1.58938 -2.18222
6 H -0.18513 -0.60478 -1.04673
7 H -2.09747 -0.31039 1.36070
8 H -0.32219 -0.91078 1.38131
9 H -1.61669 -2.16899 1.72329
10 C 2.14584 2.30776 0.09222
11 C 1.16780 0.93230 -0.03399
12 O 0.42594 1.00230 -0.99466
13 O 1.38025 -0.02207 0.69385
14 H 2.27786 2.74884 1.04139
15 H 1.70958 2.94463 -0.78158
16 H 3.29051 1.97527 0.01777

As for the LUMO energy: 4.04 eV. The value obtained for the orbital gap is 8.73 eV. Its net charge is -1.

Model two:
2 unconnected molecules or ions with the total composition C4H8NO3, computed with ωB97M-V/def2-TZVPD.

CARTESIAN COORDINATES (ANGSTROEM)
1 C -1.88985 -0.38211 3.09297
2 C -1.02352 0.26238 2.03509
3 O -0.52931 1.34832 2.34566
4 N -0.72562 -0.38768 0.90514
5 H -0.24198 0.11427 0.13257
6 H -1.04418 -1.33514 0.83404
7 H -2.44142 -1.20380 2.59460
8 H -2.66183 0.31899 3.39907
9 H -1.34540 -0.79823 3.93294
10 C 0.79520 -1.44537 -2.04679
11 C 1.13989 0.06888 -2.10537
12 O 0.44788 0.82378 -1.36694
13 O 2.00249 0.40282 -2.94285
14 H -0.20288 -1.65156 -2.42536
15 H 0.85110 -1.68626 -0.98063
16 H 1.57613 -2.04039 -2.51734

As for the LUMO energy: 3.47 eV. The value obtained for the orbital gap is 7.84 eV. Its net charge is -1.

Of them, the most stable is model two and the least stable is model one.

Model one:
2 unconnected molecules or ions with the total composition C4H8NO3, computed with ωB97M-V/def2-TZVPD.

CARTESIAN COORDINATES (ANGSTROEM)
1 C 1.97139 0.35445 1.23694
2 C 1.50999 -1.20813 1.18484
3 O 1.99940 -1.94721 2.03243
4 N 0.50416 -1.68178 0.37100
5 H -0.03875 -2.55523 0.46185
6 H -0.27536 -1.03199 -0.08909
7 H 1.56612 0.98720 0.49441
8 H 3.04413 0.52972 1.03642
9 H 1.74330 0.71254 2.12798
10 C -1.62283 0.43228 -2.38290
11 C -1.49333 1.20714 -0.99836
12 O -1.96084 2.27831 -1.00336
13 O -0.92311 0.59563 -0.11740
14 H -1.85799 1.18901 -3.10479
15 H -2.22264 -0.33880 -2.28922
16 H -0.60289 0.15166 -2.77102

As for the LUMO energy: 3.93 eV. The value obtained for the orbital gap is 8.41 eV. Its net charge is -1.

Model two:
2 unconnected molecules or ions with the total composition C4H8NO3, computed with ωB97M-V/def2-TZVPD.

CARTESIAN COORDINATES (ANGSTROEM)
1 C 2.36861 0.57958 0.29051
2 C 1.45008 0.80119 1.51160
3 O 1.95005 1.19947 2.55636
4 N 0.16115 0.55706 1.22901
5 H -0.49655 0.58874 2.00811
6 H -0.30817 0.63781 0.25038
7 H 3.21486 1.24524 0.37946
8 H 1.80405 0.59376 -0.64454
9 H 2.67356 -0.47193 0.31999
10 C -1.32854 -1.90966 -0.69219
11 C -1.56290 -0.64038 -1.46944
12 O -2.31014 -0.75740 -2.46154
13 O -0.98699 0.46182 -1.16337
14 H -2.31336 -2.33340 -0.47137
15 H -0.77149 -1.71827 0.22351
16 H -0.79202 -2.67523 -1.23823

As for the LUMO energy: 3.85 eV. The value obtained for the orbital gap is 8.50 eV. Its net charge is -1.

Of them, the most stable is model two and the least stable is model one.

Model one:
2 unconnected molecules or ions with the total composition C4H8NO3, computed with ωB97M-V/def2-TZVPD.

CARTESIAN COORDINATES (ANGSTROEM)
1 C 2.25423 -1.09983 0.90007
2 C 2.15426 0.21551 1.70886
3 O 0.97885 0.51315 2.09881
4 O 3.20175 0.83797 1.93915
5 H 3.21750 -1.11099 0.37979
6 H 1.42557 -1.19555 0.20473
7 H 2.27517 -1.96359 1.56688
8 C -2.55041 0.32763 -1.67551
9 C -1.14889 0.18878 -1.12603
10 O -0.26545 -0.33712 -1.78717
11 N -0.95871 0.71992 0.09599
12 H -0.06399 0.72807 0.59905
13 H -1.78975 1.05927 0.55238
14 H -3.28327 0.54699 -0.89379
15 H -2.88313 -0.58018 -2.17572
16 H -2.56372 1.14998 -2.38750

As for the LUMO energy: 3.46 eV. The value obtained for the orbital gap is 7.70 eV. Its net charge is -1.

Model two:
A gas-phase ion, C4H8NO3 (charge -1), computed with ωB97M-V/def2-TZVPD.

CARTESIAN COORDINATES (ANGSTROEM)
1 C 0.95180 0.15811 0.31155
2 C -0.24963 -0.44366 1.08710
3 C -1.44068 -0.73395 0.18876
4 O 0.15081 -1.59389 1.84491
5 N 0.55657 1.35413 -0.44511
6 C 0.75011 1.35105 -1.90795
7 O 0.12279 2.26070 -2.49494
8 O 1.51679 0.47476 -2.34939
9 H 1.63216 0.57589 1.06310
10 H 1.46919 -0.53865 -0.34364
11 H -0.48846 0.20894 1.92292
12 H -1.75032 0.21116 -0.24601
13 H -2.17667 -1.21089 0.84662
14 H -1.24921 -1.53071 -0.53761
15 H 0.54859 -2.29204 1.31172
16 H -0.34383 1.74906 -0.25204

Its SMILES is C[C@@H](O)CNC(=O)[O-]. As for the LUMO energy: 3.49 eV. The value obtained for the orbital gap is 7.62 eV. Its net charge is -1.

Of them, the most stable is model one and the least stable is model two.

Model one:
A single C3H3N3OS molecule, computed with ωB97M-V/def2-TZVPD.

CARTESIAN COORDINATES (ANGSTROEM)
1 C 1.47476 -0.22468 -1.45075
2 C -1.29519 0.39468 1.06495
3 C -1.17611 1.56197 1.99253
4 H -0.29209 -1.69131 -0.27134
5 H 2.44702 0.02732 -1.99340
6 H -2.17566 -0.17980 1.10000
7 N 1.02352 -1.28217 -1.94392
8 N -0.35791 0.14134 0.23702
9 N -0.91462 2.61226 2.48126
10 O 0.03385 -1.98699 -1.31197
11 S 1.23242 0.62737 0.09562

Its SMILES is N#C/C=N\S/C=N\O. As for the LUMO energy: -0.90 eV. The value obtained for the orbital gap is 8.63 eV.

Model two:
A single C3H3N3OS molecule, computed with ωB97M-V/def2-TZVPD.

CARTESIAN COORDINATES (ANGSTROEM)
1 C 0.00452 -1.21039 0.76178
2 C 0.22121 1.30166 0.87491
3 C -0.08973 0.50470 -1.12645
4 H -1.20757 -1.99049 -1.10618
5 H 0.75394 1.56851 2.00115
6 H -0.32718 -0.19435 -2.11167
7 N -0.07573 0.02180 0.28599
8 N 0.41288 2.28483 0.09743
9 N 0.22481 1.76013 -1.17425
10 O 0.23089 -1.37894 1.96500
11 S -0.14803 -2.66746 -0.46771

Its SMILES is O=C(S)n1cnnc1. As for the LUMO energy: -0.36 eV. The value obtained for the orbital gap is 10.22 eV.

Model three:
A molecular structure, C3H3N3OS, computed with ωB97M-V/def2-TZVPD.

CARTESIAN COORDINATES (ANGSTROEM)
1 C -0.08891 -0.12394 -0.33778
2 C -0.47089 -0.83129 0.82041
3 C 0.68688 1.05406 0.04030
4 H 0.39293 -0.75227 -2.39201
5 H -1.58245 -1.13183 -1.73224
6 H -1.08245 -1.69012 0.75269
7 N -0.62827 -0.32225 -1.65460
8 N 0.57482 0.83730 2.33582
9 N 1.00073 1.37385 1.32097
10 O -0.34564 -0.30053 2.03970
11 S 1.54325 1.88701 -1.19326

As for the LUMO energy: -1.53 eV. The value obtained for the orbital gap is 7.09 eV.

Of them, the most stable is model two and the least stable is model three.

Model one:
2 unconnected molecules or ions with the total composition C10H13O2, computed with ωB97M-V/def2-TZVPD.

CARTESIAN COORDINATES (ANGSTROEM)
1 C 0.74506 -2.49088 0.73072
2 C 1.15500 -1.65154 1.93124
3 O 2.16493 -2.16424 2.41030
4 O 0.38344 -0.73301 2.19581
5 H 1.62937 -3.00955 0.27631
6 H 0.43613 -1.81170 -0.23909
7 H -0.00349 -3.21664 0.99980
8 C 1.23494 1.01511 -0.06038
9 C 1.45784 1.95301 1.17033
10 C -0.16214 0.57667 -0.52601
11 C -1.31729 1.02845 0.16855
12 C -0.27134 -0.16917 -1.65361
13 C -2.44692 1.11630 -0.58239
14 C -1.48997 -0.30709 -2.30382
15 C -2.61953 0.32196 -1.81098
16 H 1.75523 1.54541 -0.91852
17 H 1.66066 0.03400 0.28362
18 H 0.89148 1.50284 1.99412
19 H -1.00643 1.47089 1.18493
20 H 0.56180 -0.77941 -1.93987
21 H -3.32275 1.75669 -0.21688
22 H -1.53365 -0.83654 -3.22844
23 H -3.62661 0.10658 -2.22410
24 H 1.25318 3.00589 1.03845
25 H 2.47106 1.73597 1.31992

As for the LUMO energy: 3.52 eV. The value obtained for the orbital gap is 7.43 eV. Its net charge is -1.

Model two:
2 unconnected molecules or ions with the total composition C10H13O2, computed with ωB97M-V/def2-TZVPD.

CARTESIAN COORDINATES (ANGSTROEM)
1 C 0.55829 2.68159 1.27089
2 C 2.06165 3.02806 1.22456
3 C 0.17413 2.32627 2.82882
4 O 0.26810 3.23707 3.63773
5 O -0.29153 1.25345 2.95985
6 H -0.24347 3.36793 0.84277
7 H 0.49445 1.75611 0.70894
8 H 2.34441 3.97259 1.39880
9 H 2.35690 2.55497 0.18576
10 H 2.44361 2.42704 2.12324
11 C 1.17833 -2.63981 -0.33365
12 C -0.20740 -0.56500 -0.99219
13 C -0.06154 -1.92536 -0.97217
14 C -1.59986 -0.20774 -1.11060
15 C -2.56456 -1.06835 -1.62326
16 C -0.92461 -2.83303 -1.69283
17 C -2.11229 -2.33353 -2.01732
18 H 0.55777 0.17539 -0.92189
19 H -1.94081 0.79771 -0.89193
20 H 2.04151 -2.82785 -0.99423
21 H 0.95133 -3.64264 -0.02308
22 H -3.64564 -0.83938 -1.71457
23 H -0.51667 -3.83437 -1.80940
24 H -2.80011 -2.91661 -2.60149
25 H 1.47802 -1.94452 0.51725

As for the LUMO energy: 3.02 eV. The value obtained for the orbital gap is 6.61 eV. Its net charge is -1.

Model three:
2 unconnected molecules or ions with the total composition C10H13O2, computed with ωB97M-V/def2-TZVPD.

CARTESIAN COORDINATES (ANGSTROEM)
1 C -0.58213 -1.26460 -1.77422
2 C 0.07190 -1.06159 -3.14049
3 C -1.99335 -0.62244 -1.57709
4 O -2.57841 -0.89574 -0.50955
5 O -2.41610 0.02735 -2.56275
6 H -0.72645 -2.33007 -1.59622
7 H 0.11359 -0.95350 -0.98871
8 H 0.49292 -1.99201 -3.53461
9 H 0.90406 -0.35771 -3.12707
10 H -0.67619 -0.75238 -3.86640
11 C -0.29622 1.93467 0.07896
12 C 2.20372 -0.33654 2.65206
13 C 0.93908 0.00253 3.08384
14 C 2.66975 -0.00315 1.38837
15 C 0.05544 0.66006 2.23083
16 C 1.78177 0.68275 0.54923
17 C 0.57857 1.17456 1.04726
18 H 2.87222 -0.88839 3.30578
19 H 0.59400 -0.39682 4.03134
20 H 3.61170 -0.36483 1.00419
21 H -0.99272 0.74757 2.47893
22 H 1.92514 0.67056 -0.52468
23 H 0.15058 2.83500 -0.34601
24 H -1.15440 2.35820 0.59518
25 H -0.70304 1.27835 -0.68355

As for the LUMO energy: 3.37 eV. The value obtained for the orbital gap is 7.48 eV. Its net charge is -1.

Of them, the most stable is model three and the least stable is model two.